Entry 1:
The following is a quantum chemistry calculation of the molecule C6H9N3O2 in a non-equilibrium geometry, from the OMol25 dataset.

## Properties
Molecular weight ... 155.2 g/mol
Frontier orbital gap ... 9.93 eV
Total charge ... 0
Relative energy (zero: lowest compared OMol25 entry of this formula, charge and spin) ... 71.9 kcal per mole
Largest force on an atom ... 3.9 eV/Å
SMILES ... C[C@]1(N)O[C@]1(O)c1ccn[nH]1

Structure (XYZ):
```
20
Properties=species:S:1:pos:R:3:lowdin_charge:R:1
C -1.09 -1.50 -0.87 0.01
C 0.02 -0.53 -1.37 -0.49
N -0.26 -0.13 -2.71 0.10
O 1.34 -0.78 -0.98 0.09
C 0.78 0.41 -0.49 -0.41
O 1.01 1.62 -1.10 0.07
C 0.43 0.52 0.95 -0.21
C -0.46 1.23 1.61 -0.02
C -0.44 0.74 2.97 -0.15
N 0.47 -0.17 3.08 0.05
N 0.88 -0.45 1.80 0.07
H -1.78 -0.90 -0.18 0.10
H -1.79 -1.77 -1.73 0.10
H -0.54 -2.29 -0.39 0.06
H -0.01 0.88 -2.73 0.09
H 0.25 -0.70 -3.35 0.08
H 1.93 1.89 -1.09 0.12
H -1.17 2.00 1.30 0.12
H -0.97 1.12 3.78 0.09
H 1.41 -1.21 1.50 0.13
```

---

Entry 2:
The following is a quantum chemistry calculation of the molecule C6H9N3O2S in a non-equilibrium geometry, from the OMol25 dataset.

## Properties
Molecular weight ... 187.2 g/mol
Frontier orbital gap ... 10.62 eV
Total charge ... 0
Relative energy (zero: lowest compared OMol25 entry of this formula, charge and spin) ... 67.3 kcal per mole
Largest force on an atom ... 4.4 eV/Å
SMILES ... Cn1nnc2c1S(=O)(=O)CCC2

Structure (XYZ):
```
21
Properties=species:S:1:pos:R:3:lowdin_charge:R:1
C 2.74 -1.87 -0.05 0.00
N 2.19 -0.54 -0.21 -0.18
N 2.91 0.56 -0.29 0.07
N 2.05 1.54 -0.20 0.05
C 0.82 1.12 -0.05 -0.27
C 0.85 -0.29 0.03 -0.21
S -0.49 -1.41 0.21 0.72
O -0.33 -2.47 -0.79 -0.33
O -0.57 -1.84 1.59 -0.30
C -1.79 -0.21 -0.27 -0.24
C -1.64 1.07 0.42 -0.26
C -0.45 1.91 -0.04 -0.13
H 2.06 -2.46 -0.84 0.13
H 3.76 -1.85 -0.41 0.09
H 2.39 -2.25 0.91 0.10
H -2.77 -0.69 -0.22 0.12
H -1.57 -0.18 -1.37 0.13
H -1.55 0.81 1.52 0.14
H -2.47 1.75 0.32 0.12
H -0.59 2.84 0.62 0.14
H -0.74 2.33 -0.99 0.11
```

---

Entry 3:
The following is a quantum chemistry calculation of a cluster of 2 separate species, C6H9N3O4 in total in a non-equilibrium geometry, from the OMol25 dataset.

## Properties
Molecular weight ... 187.2 g/mol
Frontier orbital gap (alpha / beta) ... 8.14 / 8.14 eV
Total charge ... 0
Relative energy (zero: lowest compared OMol25 entry of this formula, charge and spin) ... 107.0 kcal per mole
Largest force on an atom ... 3.5 eV/Å

Structure (XYZ):
```
22
Properties=species:S:1:pos:R:3:lowdin_charge:R:1
C 2.30 1.15 3.57 -0.07
C 1.22 0.55 2.80 -0.23
C 1.23 1.18 1.50 -0.01
C -1.38 0.16 -1.73 -0.09
C -1.62 -1.32 -1.63 -0.19
C 0.60 -1.79 -1.00 -0.33
N 3.07 1.75 2.72 0.04
N 2.41 1.74 1.53 -0.08
N 0.28 -0.23 3.27 -0.26
O 0.23 -0.70 4.34 0.15
O -0.57 -0.77 2.33 0.07
O 0.47 -1.24 0.06 0.01
O -0.39 -2.11 -1.81 -0.01
H 2.65 0.96 4.54 0.10
H -0.47 0.39 -1.17 0.06
H -1.31 0.59 -2.81 0.12
H -2.14 0.62 -1.16 0.06
H -2.40 -1.56 -2.38 0.14
H -1.78 -1.41 -0.57 0.10
H 1.55 -2.29 -1.21 0.15
H 2.90 2.24 0.71 0.18
H -0.44 -0.28 1.46 0.08
```

---

Entry 4:
The following is a quantum chemistry calculation of the ion C6H9N4 with charge +1 in a non-equilibrium geometry, from the OMol25 dataset.

## Properties
Molecular weight ... 137.2 g/mol
Frontier orbital gap ... 6.96 eV
Total charge ... +1
Relative energy (zero: lowest compared OMol25 entry of this formula, charge and spin) ... 99.3 kcal per mole
Largest force on an atom ... 3.8 eV/Å
SMILES ... CN1N=C[C@@H]2C=NC=[NH+][C@@H]21

Structure (XYZ):
```
19
Properties=species:S:1:pos:R:3:lowdin_charge:R:1
C 0.11 -0.81 -2.26 -0.03
N 0.41 -0.91 -0.88 -0.18
N 0.06 -1.92 -0.09 0.10
C 0.13 -1.63 1.18 -0.05
C 0.60 -0.16 1.35 -0.17
C -0.12 0.80 2.22 0.02
N -1.04 1.46 1.64 0.14
C -1.30 1.50 0.35 -0.05
N -0.31 1.31 -0.47 0.16
C 0.69 0.32 -0.13 -0.19
H -0.46 -1.69 -2.65 0.12
H -0.34 0.06 -2.59 0.04
H 1.10 -0.70 -2.80 0.12
H -0.36 -2.26 1.93 0.13
H 1.72 -0.22 1.63 0.19
H -0.01 0.90 3.32 0.16
H -2.27 1.82 0.05 0.16
H -0.22 1.36 -1.49 0.16
H 1.62 0.79 -0.32 0.15
```

---

Entry 5:
The following is a quantum chemistry calculation of the ion C6H9N4O4 with charge -1 in a non-equilibrium geometry, from the OMol25 dataset.

## Properties
Molecular weight ... 201.2 g/mol
Frontier orbital gap (alpha / beta) ... 7.42 / 7.18 eV
Total charge ... -1
Largest force on an atom ... 3.6 eV/Å
Multiplicity ... 3

Structure (XYZ):
```
23
Properties=species:S:1:pos:R:3:lowdin_spin:R:1
C -0.15 0.78 0.02 0.01
C -2.24 -0.80 -1.16 0.03
C -2.13 -1.32 0.33 0.04
C 2.02 1.59 0.38 0.00
C 2.35 0.14 0.33 0.00
C -1.58 0.96 0.19 0.04
N -2.37 0.66 -0.95 0.41
N -2.15 -0.10 1.07 0.43
N 0.63 1.84 -0.02 0.01
N 1.23 -0.63 0.92 0.00
O -3.26 1.37 -1.50 0.50
O -2.80 0.06 2.15 0.49
O 0.29 3.04 -0.01 0.01
O 1.04 -1.79 0.45 0.00
H -1.27 -1.01 -1.69 0.01
H -3.23 -1.15 -1.68 0.00
H -3.02 -1.98 0.57 0.00
H -1.25 -1.85 0.39 0.01
H 1.94 1.95 1.46 0.00
H 2.61 2.18 -0.20 0.00
H 2.50 -0.06 -0.83 0.00
H 3.29 0.15 0.94 0.00
H -1.91 1.84 0.71 0.00
```

---

Entry 6:
The following is a quantum chemistry calculation of a cluster of 2 separate species, C6H9N4S in total in a non-equilibrium geometry, from the OMol25 dataset.

## Properties
Molecular weight ... 169.2 g/mol
Frontier orbital gap ... 7.68 eV
Total charge ... -1
Relative energy (zero: lowest compared OMol25 entry of this formula, charge and spin) ... 57.7 kcal per mole
Largest force on an atom ... 4.1 eV/Å

Structure (XYZ):
```
20
Properties=species:S:1:pos:R:3:lowdin_charge:R:1
C -2.37 -1.10 3.30 -0.91
C -0.94 -1.25 -0.70 -0.09
C -1.19 0.27 -0.47 -0.12
C 0.12 -0.26 -0.49 -0.30
C 2.28 1.06 -0.29 -0.14
C 1.39 -0.11 -0.26 -0.16
N -3.09 -2.47 1.86 -0.15
N -3.52 -1.53 3.75 -0.09
N -3.96 -2.38 2.82 -0.16
N -2.09 -1.67 2.10 -0.07
S -1.44 0.06 4.21 0.70
H -1.03 -2.00 0.07 0.06
H -1.27 -1.54 -1.71 0.09
H -1.50 0.93 -1.31 0.10
H -1.77 0.57 0.46 0.11
H 3.13 0.94 -1.05 0.08
H 2.81 1.42 0.79 0.12
H 1.85 2.04 -0.51 0.05
H -1.00 0.82 3.23 -0.20
H 1.94 -1.01 -0.17 0.09
```

---

Entry 7:
The following is a quantum chemistry calculation of a structure of composition C6H9N5 in a non-equilibrium geometry, from the OMol25 dataset.

## Properties
Molecular weight ... 151.2 g/mol
Frontier orbital gap ... 8.75 eV
Total charge ... 0
Relative energy (zero: lowest compared OMol25 entry of this formula, charge and spin) ... 110.3 kcal per mole
Largest force on an atom ... 4.8 eV/Å

Structure (XYZ):
```
20
Properties=species:S:1:pos:R:3:lowdin_charge:R:1
C 2.46 -0.05 1.98 -0.12
C 1.12 -1.62 1.45 -0.20
C 1.86 0.32 0.79 -0.21
C 1.67 1.29 -0.22 -0.02
C 0.84 1.04 -1.22 -0.14
C -1.69 -0.62 0.56 -0.09
N 1.96 -1.22 2.38 0.05
N 1.11 -0.80 0.41 -0.03
N 0.36 -0.76 -0.85 -0.02
N 0.27 1.66 -2.33 0.09
N -1.00 -0.90 -0.72 -0.14
H 3.33 0.41 2.48 0.11
H 0.54 -2.47 1.56 0.10
H 2.23 2.18 -0.16 0.11
H -1.30 -1.17 1.35 0.03
H -1.62 0.47 0.85 0.11
H -2.65 -0.87 0.31 0.04
H -0.60 2.10 -2.02 0.10
H 0.28 1.01 -3.11 0.10
H -1.10 -2.02 -0.72 0.15
```

---

Entry 8:
The following is a quantum chemistry calculation of the molecule C6H9N5O2 in a non-equilibrium geometry, from the OMol25 dataset.

## Properties
Molecular weight ... 183.2 g/mol
Frontier orbital gap ... 8.97 eV
Total charge ... 0
Relative energy (zero: lowest compared OMol25 entry of this formula, charge and spin) ... 53.2 kcal per mole
Largest force on an atom ... 4.6 eV/Å
SMILES ... Nc1nnc(CCCC(=O)O)nn1

Structure (XYZ):
```
22
Properties=species:S:1:pos:R:3:lowdin_charge:R:1
N -0.90 0.90 4.63 0.06
C -0.93 0.40 3.23 -0.34
N -1.11 1.38 2.27 0.07
N -1.09 0.94 1.04 0.09
C -0.90 -0.43 0.92 -0.28
C -0.82 -0.97 -0.61 -0.13
C 0.73 -0.91 -1.01 -0.19
C 1.00 -0.66 -2.57 -0.10
C 0.89 0.90 -2.88 -0.38
O -0.13 1.52 -2.47 0.06
O 1.87 1.67 -3.58 0.02
N -0.76 -1.42 1.88 0.08
N -0.78 -0.98 3.12 0.07
H -0.86 1.94 4.62 0.08
H 0.01 0.55 4.99 0.08
H -1.21 -2.05 -0.65 0.11
H -1.50 -0.35 -1.28 0.11
H 1.17 0.00 -0.46 0.12
H 1.22 -1.88 -0.63 0.12
H 2.10 -0.97 -2.76 0.12
H 0.36 -1.28 -3.28 0.13
H 1.65 1.69 -4.54 0.12
```

---

Entry 9:
The following is a quantum chemistry calculation of a cluster of 2 separate species, C6H9N5O2 in total in a non-equilibrium geometry, from the OMol25 dataset.

## Properties
Molecular weight ... 183.2 g/mol
Frontier orbital gap (alpha / beta) ... 8.56 / 7.12 eV
Total charge ... 0
Relative energy (zero: lowest compared OMol25 entry of this formula, charge and spin) ... 121.2 kcal per mole
Largest force on an atom ... 4.1 eV/Å

Structure (XYZ):
```
22
Properties=species:S:1:pos:R:3:lowdin_charge:R:1
C -2.59 1.30 -0.35 -0.14
C -0.59 0.70 0.02 -0.28
C -1.41 -0.37 0.29 0.15
C 0.84 0.89 0.07 -0.43
C 1.63 -1.61 -0.01 -0.14
C -3.89 -0.74 0.19 -0.03
N -1.34 1.73 -0.32 0.13
N -2.68 0.02 0.09 -0.15
N 1.71 -0.19 0.06 0.11
N 0.71 -2.43 -0.02 -0.10
N 4.18 1.01 0.02 0.03
O 0.33 -3.54 -0.25 0.04
O 1.31 2.00 0.01 0.08
H -3.49 1.95 -0.61 0.15
H 2.55 -2.17 0.03 0.14
H -4.13 -1.54 -0.64 0.14
H -3.81 -1.11 1.25 0.12
H -4.66 -0.08 0.02 0.04
H 2.73 -0.09 -0.07 0.06
H 4.18 1.58 -0.83 0.05
H 5.00 1.27 0.52 0.02
H 3.41 1.41 0.57 0.02
```

---

Entry 10:
The following is a quantum chemistry calculation of the molecule C6H9NO in a non-equilibrium geometry, from the OMol25 dataset.

## Properties
Molecular weight ... 111.1 g/mol
Frontier orbital gap ... 9.65 eV
Total charge ... 0
Relative energy (zero: lowest compared OMol25 entry of this formula, charge and spin) ... 114.4 kcal per mole
Largest force on an atom ... 2.1 eV/Å
SMILES ... O[C@]12C[C@@H]1N[C@H]1C[C@H]12

Structure (XYZ):
```
17
Properties=species:S:1:pos:R:3:lowdin_charge:R:1
O 0.65 -1.59 1.13 -0.02
C 0.75 -0.74 -0.03 -0.39
C 2.11 -0.12 0.12 0.04
C 0.82 0.68 0.38 -0.23
N -0.44 0.82 1.15 0.02
C -1.40 0.20 0.19 -0.22
C -1.23 0.37 -1.28 -0.09
C -0.64 -0.84 -0.65 -0.13
H 0.02 -1.16 1.70 0.07
H 2.78 0.27 -0.64 0.10
H 2.63 -0.56 1.00 0.12
H 0.79 1.31 -0.52 0.12
H -0.67 1.81 1.28 0.11
H -2.43 0.16 0.61 0.15
H -2.12 0.14 -1.86 0.10
H -0.64 1.13 -1.79 0.11
H -0.99 -1.87 -0.78 0.14
```

---

Entry 11:
The following is a quantum chemistry calculation of the molecule C6H9NO in a non-equilibrium geometry, from the OMol25 dataset.

## Properties
Molecular weight ... 111.1 g/mol
Frontier orbital gap ... 9.76 eV
Total charge ... 0
Relative energy (zero: lowest compared OMol25 entry of this formula, charge and spin) ... 81.6 kcal per mole
Largest force on an atom ... 5.8 eV/Å
SMILES ... CC1(C)C=C1C(N)=O

Structure (XYZ):
```
17
Properties=species:S:1:pos:R:3:lowdin_charge:R:1
C 0.22 1.56 -0.91 -0.04
C -0.72 0.49 -0.29 -0.42
C -1.45 1.18 0.79 -0.08
C -1.02 -0.75 -0.94 0.01
C 0.01 -1.04 -0.15 0.03
C 0.78 -1.86 0.73 -0.55
N 2.09 -1.82 0.42 0.16
O 0.25 -2.57 1.59 0.06
H -0.48 2.08 -1.50 0.07
H 1.05 1.24 -1.38 0.03
H 0.54 2.33 -0.20 0.08
H -2.25 0.53 1.35 0.12
H -2.03 2.07 0.56 0.07
H -0.60 1.52 1.43 0.09
H -1.61 -1.13 -1.84 0.13
H 2.48 -1.24 -0.30 0.10
H 2.72 -2.60 0.63 0.12
```

---

Entry 12:
The following is a quantum chemistry calculation of the molecule C6H9NO in a non-equilibrium geometry, from the OMol25 dataset.

## Properties
Molecular weight ... 111.1 g/mol
Frontier orbital gap ... 8.25 eV
Total charge ... 0
Relative energy (zero: lowest compared OMol25 entry of this formula, charge and spin) ... 87.0 kcal per mole
Largest force on an atom ... 5.1 eV/Å
SMILES ... C=C(/C=C\N)C(C)=O

Structure (XYZ):
```
17
Properties=species:S:1:pos:R:3:lowdin_charge:R:1
C -1.64 -0.18 -1.68 0.05
C -0.65 0.11 -0.85 -0.22
C -0.20 1.32 -0.24 -0.16
C -0.01 1.54 1.11 -0.19
N -0.22 0.61 2.07 0.08
C 1.04 -0.28 -0.63 -0.38
C 1.08 -1.70 -0.09 -0.03
O 2.01 0.18 -1.19 0.08
H -1.68 -1.13 -2.20 0.05
H -2.49 0.50 -1.78 0.07
H -0.22 2.20 -0.89 0.12
H 0.34 2.50 1.46 0.11
H -0.07 0.82 3.04 0.09
H -0.58 -0.28 1.78 0.08
H 0.23 -1.93 0.55 0.06
H 1.05 -2.39 -0.93 0.09
H 2.01 -1.87 0.46 0.08
```

---

Entry 13:
The following is a quantum chemistry calculation of the molecule C6H9NO in a non-equilibrium geometry, from the OMol25 dataset.

## Properties
Molecular weight ... 111.1 g/mol
Frontier orbital gap ... 10.65 eV
Total charge ... 0
Relative energy (zero: lowest compared OMol25 entry of this formula, charge and spin) ... 39.1 kcal per mole
Largest force on an atom ... 4.0 eV/Å
SMILES ... C=C1C[C@H]1CC(N)=O

Structure (XYZ):
```
17
Properties=species:S:1:pos:R:3:lowdin_charge:R:1
C 0.32 -1.09 -1.90 0.03
C -0.18 -1.07 -0.73 -0.27
C -0.57 -1.91 0.51 -0.04
C -0.79 -0.44 0.44 -0.27
C -0.01 0.50 1.32 -0.08
C 0.11 1.88 0.73 -0.52
N 1.03 1.97 -0.32 0.16
O -0.48 2.87 1.13 0.06
H 0.35 -0.19 -2.51 0.07
H 0.55 -2.09 -2.24 0.06
H 0.29 -2.37 0.98 0.11
H -1.39 -2.60 0.31 0.10
H -1.82 -0.15 0.21 0.16
H -0.52 0.60 2.29 0.13
H 1.00 0.14 1.49 0.13
H 0.86 2.79 -0.87 0.10
H 1.25 1.14 -0.85 0.07
```